The following is a DFT calculation (ωB97M-V/def2-TZVPD) of C37H44ClINO3SeTi as an isolated structure.

Geometry as XYZ:
```
89
Properties=species:S:1:pos:R:3:forces:R:3:mulliken_charge:R:1
Ti 11.728982 12.443686 5.992942 0.339 0.609 -0.308 0.64
C 8.903225 19.077871 7.482789 3.156 0.032 0.675 -1.99
C 7.873938 18.021091 7.392583 -1.751 -0.063 0.496 1.86
C 7.163566 17.960544 8.788682 1.174 1.246 0.201 -1.54
C 6.772905 18.360225 6.355653 -0.667 0.129 -0.121 -1.67
C 8.512691 16.715029 7.006211 0.734 -1.367 -0.474 -0.25
C 9.707965 16.587711 6.295924 -0.494 -1.475 0.447 -0.11
C 10.215900 15.348994 5.884530 -1.258 -0.348 0.705 -0.10
Se 11.804260 15.271999 4.789212 -0.610 -0.057 0.056 0.08
C 13.130233 15.531313 6.117748 0.536 -0.447 0.205 -0.35
C 13.492443 16.807905 6.500241 -0.690 1.047 -1.069 -0.65
C 14.580373 17.081425 7.274167 0.292 0.540 0.756 -0.40
C 15.312294 15.969661 7.653079 0.745 -0.598 1.356 -0.05
C 14.957964 14.662479 7.417138 0.022 -0.457 -0.914 -0.59
C 13.810137 14.408339 6.599468 0.777 2.080 0.561 1.21
O 13.365752 13.227749 6.290294 0.499 -1.395 -0.359 -0.94
C 15.799609 13.499408 7.935901 -1.148 -0.497 0.562 2.31
C 14.775129 12.537909 8.581722 -0.038 0.073 1.118 -1.55
C 16.881752 13.801490 9.017528 -1.636 -0.875 0.187 -2.04
C 16.489651 12.805804 6.790094 0.370 -0.887 -1.146 -1.74
C 14.940729 18.448199 7.900901 0.208 -0.131 0.361 2.01
C 14.120894 19.619380 7.318252 0.047 -0.045 -0.090 -1.79
C 14.701179 18.298256 9.434590 -1.598 0.868 -0.162 -1.55
C 16.450936 18.708887 7.666124 -0.520 0.380 1.063 -1.84
C 9.532051 14.145403 6.224312 0.226 1.522 -0.516 1.59
O 10.028246 13.032154 5.699043 -1.055 -1.029 0.016 -1.01
C 8.349110 14.232989 6.999737 1.046 -1.301 -0.496 -0.66
C 7.914410 15.487626 7.284851 -1.056 0.876 0.364 -0.74
C 7.508001 13.007809 7.443205 -0.199 0.713 0.197 2.34
C 8.393315 11.860575 7.890287 -0.269 -2.219 -0.664 -2.16
C 6.709274 13.284855 8.742177 -1.673 0.148 -0.781 -1.88
C 6.556470 12.672811 6.276518 1.046 -1.666 -0.181 -1.69
H 8.528931 19.992797 7.900482 -0.249 0.427 0.412 0.54
H 9.287055 19.339858 6.500998 0.184 0.008 -0.216 0.35
H 9.858337 18.717570 8.119393 -2.200 0.833 -1.247 0.24
H 6.689591 18.934445 9.091914 0.036 -0.831 -0.876 0.39
H 7.955477 17.902290 9.550272 -0.206 -0.653 -0.072 0.39
H 6.466593 17.149759 8.856281 -0.382 -0.312 0.255 0.33
H 6.263818 19.322734 6.536476 0.127 -0.384 0.474 0.43
H 6.014968 17.558525 6.309129 0.184 0.320 0.314 0.33
H 7.088597 18.466036 5.329155 0.788 -0.179 -0.352 0.34
H 10.349554 17.367345 6.084621 0.832 2.006 -0.465 0.37
H 12.901487 17.604117 6.068215 -0.036 0.227 0.149 0.49
H 16.156706 16.062287 8.344022 -0.156 0.315 -0.399 0.19
H 13.983117 13.117608 9.104273 0.470 -0.413 -0.134 0.32
H 15.288423 11.908692 9.324295 -0.255 0.015 -0.156 0.48
H 14.265649 11.904200 7.867947 0.154 -0.054 -0.099 0.01
H 16.411970 14.289633 9.902879 0.483 -0.290 -0.534 0.36
H 17.707580 14.368870 8.643185 0.529 0.442 -0.178 0.41
H 17.214903 12.774094 9.293125 0.125 0.938 0.123 0.56
H 15.833504 12.331656 6.000596 0.434 0.781 0.946 0.16
H 17.166888 12.013177 7.140274 -0.285 0.023 0.128 0.43
H 17.144402 13.532841 6.329796 0.191 0.189 -0.536 0.43
H 13.042465 19.431168 7.359318 0.154 0.074 0.098 0.28
H 14.388091 19.810082 6.283999 -0.033 -0.389 -0.451 0.40
H 14.326825 20.602226 7.764612 0.007 -0.489 0.528 0.42
H 13.740109 17.788852 9.694106 0.722 0.271 -0.408 0.28
H 14.665309 19.262640 9.950057 -0.094 0.259 -0.327 0.44
H 15.494831 17.812834 9.935730 0.890 -1.025 0.263 0.41
H 16.674946 18.551260 6.656926 0.322 -0.339 -1.749 0.44
H 17.082043 18.014864 8.235255 -0.132 0.401 0.051 0.30
H 16.722079 19.758333 7.845956 -0.051 -0.298 0.449 0.45
H 6.946085 15.465022 7.728224 -0.511 0.488 0.535 0.24
H 9.131272 12.146238 8.608206 0.214 0.389 0.781 0.51
H 8.986308 11.362456 7.137936 0.099 0.314 -0.769 0.19
H 7.812571 10.972391 8.271953 0.153 1.143 0.067 0.49
H 7.361771 13.615089 9.511451 0.763 0.084 0.826 0.51
H 6.209065 12.330758 9.060100 0.356 0.972 -0.260 0.43
H 5.938833 14.097193 8.670425 0.393 -0.863 -0.179 0.39
H 7.153836 12.555192 5.338906 -0.461 -0.139 0.664 0.31
H 5.817451 13.414195 6.075229 -0.471 0.822 0.128 0.37
H 6.020460 11.723620 6.501480 0.323 0.452 -0.266 0.41
Cl 13.118015 6.131584 8.250868 0.426 -0.891 0.292 -0.26
C 12.804804 7.800810 8.147232 -1.091 0.122 0.048 0.40
C 12.400186 8.517430 9.234778 0.854 0.140 0.307 -0.42
C 12.057572 9.874394 9.173892 0.323 0.118 0.321 -0.18
I 11.825229 10.888003 11.005519 -0.121 -0.087 -0.650 0.01
C 11.997465 10.501916 7.945526 -1.791 0.495 2.020 0.55
O 11.534608 11.724221 7.773819 0.693 -0.720 0.364 -0.34
C 12.246567 9.674217 6.847419 0.336 2.019 -1.474 -0.02
N 12.170583 10.387791 5.684288 0.054 -0.773 -1.600 0.63
C 12.464608 9.792123 4.534149 0.027 0.591 0.308 -0.32
C 12.907633 8.456264 4.500272 -0.610 1.049 0.461 -1.07
C 13.024007 7.779082 5.666346 -0.343 0.231 -0.114 -0.65
C 12.686032 8.379192 6.876289 0.507 -0.569 0.529 0.23
H 12.476400 8.084438 10.206051 -0.107 -0.467 0.465 0.42
H 12.387231 10.425400 3.633459 0.037 -0.536 0.464 0.44
H 13.097849 7.985109 3.587744 0.384 -0.527 -1.273 0.49
H 13.330270 6.774243 5.673609 0.457 -1.136 -0.031 0.50
```
Positions in Å, forces in eV/Å.

Its LUMO energy (spin up / spin down) is -0.0312 / -0.0306 Eh. The energy relative to the best compared isomer or geometry (same formula, charge and spin) is 0.0 kJ/mol. The value obtained for the orbital gap (spin up / spin down) is 6.9 / 7.1 eV. As for the multiplicity: 2. For the energy, the calculation gives -155803.222 eV. The net charge is 0.